Entry 1:
DFT (ωB97M-V/def2-TZVPD) results for the molecule C22H22N2O3.

```
49
Properties=species:S:1:pos:R:3:forces:R:3
O -1.48991 -0.65231 2.58884 0.0 0.0 0.0
C -1.50551 -1.15329 1.49021 0.0 0.0 0.1
C -0.49063 -2.02133 0.84488 0.1 -0.4 -0.6
C 0.72566 -2.47594 1.30787 -0.1 0.0 0.0
C 1.45844 -3.31648 0.47663 -0.1 0.0 0.2
C 0.98562 -3.67505 -0.77593 -0.1 -0.1 -0.1
C -0.23635 -3.20610 -1.24735 -0.1 0.1 0.1
C -0.96509 -2.38048 -0.41906 0.6 -0.1 0.4
C -2.28422 -1.73993 -0.61089 -0.2 0.0 -0.1
O -3.05208 -1.80050 -1.53566 0.1 -0.1 -0.1
N -2.52642 -1.02788 0.56377 -0.3 0.3 0.0
C -3.74230 -0.26672 0.75627 -0.3 0.2 0.2
C -3.49013 1.18816 1.16909 0.3 0.0 0.1
C -2.30690 1.83480 0.45084 -0.3 0.0 -0.1
C -2.42505 1.85832 -1.07192 0.2 0.1 0.2
C -1.09111 2.24921 -1.71917 -0.2 -0.2 -0.1
C -0.07178 1.14865 -1.46967 -0.1 0.4 0.0
O -0.21888 0.04590 -1.96192 -0.1 -0.2 -0.2
N 0.99361 1.44064 -0.67356 0.0 -0.1 0.1
C 1.19647 2.67170 0.08940 -0.1 0.6 0.1
C 2.29654 2.34693 1.11279 -0.1 0.0 0.1
C 2.88149 1.07304 0.58066 -0.1 0.0 -0.2
C 4.02022 0.40360 0.96680 -0.1 0.0 -0.1
C 4.36361 -0.76743 0.30252 0.1 -0.1 0.0
C 3.56990 -1.24637 -0.72450 0.1 0.1 0.0
C 2.41197 -0.58626 -1.11129 -0.1 0.0 -0.2
C 2.07459 0.57713 -0.44445 0.5 -0.3 0.1
H 1.09044 -2.18891 2.28191 0.0 0.0 0.1
H 2.41197 -3.69369 0.81468 0.1 0.0 0.0
H 1.57891 -4.32789 -1.39914 0.1 -0.1 -0.1
H -0.60652 -3.46997 -2.22508 0.0 0.0 -0.1
H -4.35244 -0.75579 1.52355 0.0 0.0 -0.1
H -4.27707 -0.31861 -0.19571 0.1 -0.1 0.2
H -4.40299 1.75494 0.97765 -0.1 0.0 0.0
H -3.28611 1.21924 2.24054 -0.1 0.0 0.0
H -2.20290 2.85879 0.82132 0.1 0.0 0.0
H -1.40175 1.29033 0.72889 0.1 0.1 0.1
H -3.20236 2.56317 -1.37386 0.0 0.0 0.0
H -2.69675 0.87270 -1.44952 -0.1 0.0 -0.1
H -0.75677 3.22279 -1.36644 0.0 0.0 0.0
H -1.23000 2.29948 -2.80138 0.1 0.0 0.0
H 0.27361 2.97956 0.58024 0.1 0.0 -0.1
H 1.52261 3.47073 -0.58754 -0.1 0.0 0.1
H 3.03501 3.14490 1.18578 -0.1 0.0 0.0
H 1.87567 2.18314 2.10793 0.0 0.1 0.0
H 4.63826 0.78775 1.76465 0.1 0.0 0.1
H 5.25866 -1.30023 0.58651 0.1 -0.1 0.0
H 3.85490 -2.14897 -1.24378 0.0 -0.1 0.0
H 1.79381 -0.96542 -1.90641 0.0 0.0 0.0
```
Forces are in eV/Å.

orbital gap = 8.224 eV
HOMO energy = -8.2684 eV
energy relative to the best compared isomer or geometry (same formula, charge and spin) = 5.2 kJ/mol
SMILES = O=C1c2ccccc2C(=O)N1CCCCCC(=O)N1CCc2ccccc21
energy = -1186.85634 Eh

***

Entry 2:
DFT (ωB97M-V/def2-TZVPD) results for the molecule C22H22N4O3.

```
51
Properties=species:S:1:pos:R:3:forces:R:3
N 0.18035 1.50195 3.14178 0.6 1.3 -1.6
C -0.33558 2.27126 1.95552 -1.4 2.5 0.8
C 0.67619 3.17587 1.41154 2.3 2.1 -0.4
C 1.98596 2.43640 1.13250 1.2 2.2 0.8
C 2.25332 1.70159 0.02860 1.2 -2.3 -1.3
N 3.59579 1.22142 0.01808 -1.4 1.3 1.3
C 4.17812 1.79387 1.13926 2.4 0.3 0.7
C 5.59592 1.67132 1.51637 -1.8 -0.9 -0.9
C 6.13839 2.37465 2.52090 -2.0 1.8 0.7
C 5.15702 3.24065 3.29674 2.6 -2.1 -0.8
C 3.82979 3.25635 3.14631 -1.9 -0.8 -4.2
C 3.30220 2.63741 1.84017 -0.2 -1.3 0.9
C -0.95275 1.47917 0.85885 -0.3 -3.0 2.7
O -1.33598 1.76728 -0.25190 0.3 1.6 0.1
N -1.11389 0.23267 1.41922 -0.9 1.0 -6.0
C -1.86476 -0.67992 0.59502 0.1 -0.1 0.1
C -1.50921 -0.62775 -0.98096 -1.0 -0.1 1.6
C -1.77489 -1.78497 -1.80456 0.5 -6.1 -1.8
C -0.83511 -2.86037 -1.92194 1.6 6.9 4.8
N -1.20699 -3.85659 -2.62175 1.3 -4.5 -3.3
C -2.38357 -3.55140 -3.24928 -1.4 0.2 1.2
C -3.09570 -4.17173 -4.23309 0.8 -1.4 -1.3
C -4.31157 -3.67413 -4.66887 1.4 0.5 1.4
C -4.84157 -2.56352 -4.02349 2.4 0.7 1.2
C -4.05721 -1.83159 -3.07986 -3.2 -1.5 -1.1
C -2.88928 -2.39049 -2.62505 2.0 2.9 0.6
C -1.88085 -2.02653 1.31362 -1.1 0.4 1.2
O -1.45403 -2.20057 2.43177 0.2 0.0 -1.1
O -2.65019 -2.93068 0.69565 0.2 0.3 -0.1
H 1.21464 1.57331 2.97564 -1.1 -0.6 0.7
H -0.03696 2.13294 3.89450 0.2 -0.1 0.7
H -1.10605 3.05354 2.26130 0.2 -1.5 0.0
H 0.36294 3.62350 0.44208 -0.1 -0.2 0.8
H 0.77302 4.02756 2.18216 0.5 -1.1 -1.3
H 1.70509 1.31786 -0.84849 -0.4 0.7 0.9
H 3.89799 0.37733 -0.47196 -0.1 0.8 0.4
H 6.16115 0.89247 1.04013 0.4 0.0 -0.5
H 7.23291 2.33219 2.66527 -0.9 0.2 0.5
H 5.58974 3.69668 4.12467 0.5 1.0 1.4
H 3.13427 3.83063 3.73902 0.2 0.0 0.3
H -0.86387 0.13556 2.33280 0.8 -1.1 3.0
H -2.84924 -0.21466 0.53720 -0.8 -0.8 0.5
H -2.23894 0.12776 -1.29167 1.5 0.4 -0.5
H -0.42667 -0.49878 -0.98080 -0.2 1.0 -0.5
H 0.12773 -2.69878 -1.35301 -0.9 -1.1 -1.0
H -0.51781 -4.59235 -2.91715 -1.4 1.1 0.3
H -2.63643 -5.01980 -4.78858 -0.4 0.6 0.5
H -4.59175 -4.13551 -5.55334 -1.6 -0.6 -1.3
H -5.77302 -2.12310 -4.15072 -1.7 0.3 -1.0
H -4.65912 -0.98928 -2.72047 1.2 0.0 0.4
H -2.89956 -2.46064 -0.11974 -0.2 -0.9 -0.3
```
Forces are in eV/Å.

orbital gap = 8.183 eV
HOMO energy = -7.7453 eV
energy relative to the best compared isomer or geometry (same formula, charge and spin) = 498.9 kJ/mol
SMILES = N[C@@H](Cc1c[nH]c2ccccc12)C(=O)N[C@@H](Cc1c[nH]c2ccccc12)C(=O)O
energy = -1296.18788 Eh

***

Entry 3:
DFT (ωB97M-V/def2-TZVPD) results for C22H22N4O3 as an isolated structure.

```
51
Properties=species:S:1:pos:R:3:forces:R:3
C -6.04422 -0.14754 -0.19956 0.4 0.0 -0.1
N -5.06401 -0.59569 -1.17537 -0.8 0.4 -0.8
C -5.46849 -1.82695 -1.82797 0.4 0.2 0.2
C -3.70176 -0.27582 -1.01242 0.9 0.2 0.5
C -2.89130 -1.04597 -0.15167 -0.3 0.1 -0.5
C -1.55243 -0.72230 0.01380 0.2 -0.1 0.0
C -0.98330 0.40211 -0.60517 -1.1 0.2 0.2
C 0.42900 0.73819 -0.30241 -0.1 2.1 1.6
C 1.43378 -0.22176 -0.58814 1.0 -1.8 -0.1
C 2.84823 0.09131 -0.69029 -0.3 -1.0 -0.7
C 3.56484 1.27541 -0.77570 0.8 0.1 0.0
C 4.96142 1.19957 -0.88692 -0.4 -0.1 0.1
C 5.63161 -0.03647 -0.93713 -0.3 -0.8 0.0
C 4.90435 -1.24377 -0.94725 0.3 0.7 0.0
C 3.52313 -1.13898 -0.88174 -0.5 -0.1 0.4
N 2.56719 -2.15965 -0.91705 0.1 0.3 0.2
C 2.84628 -3.59004 -0.96380 -0.3 0.1 0.2
C 1.32388 -1.62786 -0.71643 0.6 1.3 -0.3
C -1.80061 1.18703 -1.46355 0.7 -0.7 0.6
C -3.12955 0.84357 -1.67582 -0.3 -0.9 0.4
H -5.75629 0.82664 0.21594 -0.1 -0.3 -0.1
H -7.01037 -0.06646 -0.71260 0.1 0.1 0.2
H -6.15687 -0.87205 0.62452 0.0 0.1 0.0
H -4.77258 -2.08131 -2.63514 -0.2 0.0 0.2
H -5.52666 -2.66684 -1.11980 0.0 -0.1 -0.1
H -6.46853 -1.66187 -2.24137 0.1 -0.2 -0.1
H -3.33874 -1.90650 0.37396 0.3 0.5 -0.3
H -0.92450 -1.37767 0.63213 -0.4 0.5 0.0
H 0.74065 1.78336 -0.37897 -0.3 -0.4 -1.3
H 3.04072 2.22925 -0.78809 0.2 -0.1 0.2
H 5.55265 2.10909 -0.91821 -0.1 -0.1 0.0
H 6.72772 -0.07972 -0.97985 -0.6 0.1 0.0
H 5.35902 -2.23263 -0.96940 0.2 0.4 -0.1
H 3.92694 -3.75860 -0.92599 -0.4 0.0 0.0
H 2.36351 -4.04806 -0.09218 0.3 -0.1 -0.2
H 2.43728 -4.05543 -1.86928 0.1 0.2 0.1
H 0.45663 -2.28424 -0.76130 0.3 0.3 0.1
H -1.34958 2.01023 -2.01020 -0.1 0.0 0.2
H -3.75002 1.40576 -2.36948 0.1 -0.1 0.2
C 0.57519 1.14225 1.65655 -0.4 -3.3 1.2
C 1.91158 1.23233 2.33236 2.5 -1.6 -0.6
O 2.78177 0.32436 2.36458 -2.4 2.1 -0.2
N 2.23693 2.46615 2.92440 0.2 0.2 0.5
C 1.30556 3.36790 3.45649 0.3 0.0 -0.3
O 1.62026 4.36025 4.08400 -0.3 -0.8 -0.3
N -0.00738 3.00371 3.18877 -0.2 0.3 0.2
C -0.44559 1.92346 2.40225 -2.3 0.2 -0.4
O -1.66112 1.67985 2.37071 2.0 0.4 0.0
H 0.27280 0.04431 1.79728 0.4 1.6 0.1
H 3.17876 2.54326 3.34137 -0.8 -0.2 -0.5
H -0.71779 3.53478 3.71113 0.4 -0.5 -0.6
```
Forces are in eV/Å.

orbital gap = 7.380 eV
HOMO energy = -7.9136 eV
energy relative to the best compared isomer or geometry (same formula, charge and spin) = 271.5 kJ/mol
energy = -1296.27449 Eh

***

Entry 4:
DFT (ωB97M-V/def2-TZVPD) results for C22H22NO2ReS7 as an isolated structure.

```
55
Properties=species:S:1:pos:R:3:forces:R:3
Re -0.15246 0.21054 0.47196 1.6 0.2 2.5
C 0.79191 -2.42443 2.73910 0.1 0.0 0.1
C 0.60525 -0.92946 2.65419 -0.3 -0.6 -0.4
C -0.67895 -0.38602 2.89245 -0.5 0.0 -0.3
C -1.78173 -1.24114 3.45507 0.0 -0.1 -0.1
C -0.91409 0.98936 2.67355 -0.5 0.3 0.1
C -2.31800 1.53962 2.79165 0.1 0.0 0.1
C 0.18424 1.85256 2.46139 -0.5 0.2 -0.1
C -0.01941 3.34093 2.52179 0.0 0.0 0.0
C 1.46772 1.31310 2.26927 0.2 0.4 -0.6
C 2.62610 2.24096 2.01032 0.0 -0.1 -0.1
C 1.68067 -0.07682 2.36568 0.3 -0.2 -0.6
C 3.08033 -0.61395 2.23868 0.0 0.0 -0.1
H 1.09794 -2.72185 3.74694 0.0 0.0 0.0
H 1.55023 -2.76964 2.04186 0.0 0.0 0.0
H -0.13013 -2.94622 2.49731 0.0 0.0 0.0
H -2.38021 -1.72075 2.67544 0.0 0.0 0.0
H -2.45204 -0.64205 4.06595 0.0 0.0 0.0
H -1.36670 -2.02918 4.07910 0.0 0.0 0.0
H -2.54875 1.81642 3.82486 0.0 0.0 0.0
H -3.04932 0.80271 2.46957 0.0 0.0 0.0
H -2.44626 2.42125 2.16996 0.0 0.0 0.0
H -0.11664 3.78180 1.52589 0.0 0.0 0.0
H 0.83024 3.81581 3.00926 0.0 0.0 0.0
H -0.91359 3.59165 3.08471 0.0 0.0 0.0
H 3.10302 2.51813 2.95594 0.0 0.0 0.0
H 2.30493 3.15390 1.51499 0.0 0.0 0.0
H 3.38126 1.77174 1.38325 0.0 0.0 0.0
H 3.39487 -0.64982 1.19173 0.0 0.0 0.0
H 3.16875 -1.61364 2.64992 0.0 0.0 0.0
H 3.77882 0.03152 2.76927 0.0 0.0 0.0
S 2.21797 3.09725 -5.76666 0.1 0.1 -0.3
C 1.73602 2.47284 -4.36753 -0.1 -0.1 0.2
S 0.71040 3.32752 -3.23623 -0.1 0.1 0.1
C 0.61515 2.05964 -2.05310 0.1 0.3 0.0
C 1.31218 0.92937 -2.31281 0.2 -0.1 -0.2
S 1.33295 -0.37463 -1.20897 -0.3 -0.1 0.4
S 2.16945 0.87070 -3.82269 0.1 -0.1 0.1
S -0.34344 2.20059 -0.62435 -0.3 -0.7 0.0
O -0.08175 -4.74047 -3.22718 0.0 0.0 0.0
S -1.33299 -4.07919 -3.05672 0.1 -0.3 -0.1
O -2.56551 -4.72411 -3.36336 0.0 0.0 0.0
N -1.41931 -3.53463 -1.45228 0.0 0.2 0.1
C -1.43938 -2.26447 -1.43685 0.1 -0.1 0.0
S -1.62492 -1.47584 0.15473 0.1 0.6 -0.7
C -1.37520 -1.54017 -2.73872 -0.1 0.0 0.2
C -1.40840 -0.18694 -3.01660 -0.2 0.1 -0.1
C -1.32662 0.21396 -4.34657 -0.1 -0.1 0.0
C -1.23483 -0.72406 -5.37117 0.0 0.0 0.0
C -1.22666 -2.08807 -5.09197 0.0 0.0 0.0
C -1.29048 -2.46093 -3.76591 0.0 0.0 -0.1
H -1.50840 0.54272 -2.22321 -0.1 -0.1 -0.1
H -1.34473 1.26964 -4.58965 0.0 0.0 0.0
H -1.17458 -0.39148 -6.40010 0.0 0.0 0.0
H -1.17491 -2.82626 -5.88317 0.0 0.0 0.1
```
Forces are in eV/Å.

orbital gap (spin up / spin down) = 5.604 / 5.505 eV
HOMO energy (spin up / spin down) = -10.6672 / -10.8948 eV
2S+1 = 2
energy relative to the best compared isomer or geometry (same formula, charge and spin) = 0.0 kJ/mol
net charge = +1
energy = -3922.14826 Eh